[1]
80
Properties=species:S:1:pos:R:3:forces:R:3 method="wB97M-V/def2-TZVPD" max_force_ev_per_a=0.602 e_homo_ev="-12.82 / -12.82" total_charge=+2 orbital_gap_ev="7.07 / 7.07" spin_multiplicity=1
Ni 0.0233 0.4741 0.2500 -0.1773 -0.2163 0.2157
C -1.0834 3.0872 -1.6687 -0.3834 0.2219 -0.1810
N -1.8785 3.4799 -0.5303 -0.0545 0.1401 0.2421
C -2.8450 2.4715 -0.1797 0.0385 0.2139 -0.1223
P -2.0655 0.9627 0.5272 0.0014 -0.0370 0.1877
C -3.2796 -0.3166 0.2094 -0.0690 -0.1284 -0.0954
C -4.4452 -0.4109 0.9716 -0.0421 -0.0780 -0.0759
C -5.4195 -1.3337 0.6216 0.0039 0.0410 0.0577
C -5.2416 -2.1530 -0.4847 -0.0276 -0.0305 -0.0314
C -4.0907 -2.0568 -1.2549 0.0523 0.0471 0.0316
C -3.1089 -1.1393 -0.9091 -0.0656 0.0047 0.0443
C -1.9754 1.2384 2.3161 0.0371 0.1043 -0.0622
C -2.1800 0.1967 3.2204 0.0121 -0.0347 0.0446
C -2.0287 0.4162 4.5830 -0.0076 -0.0077 -0.0783
C -1.6669 1.6728 5.0458 0.0154 0.0538 0.0142
C -1.4622 2.7158 4.1503 -0.0049 -0.0178 0.0006
C -1.6095 2.5039 2.7882 -0.0523 -0.0448 -0.0116
C -2.0081 4.8547 -0.1518 -0.0583 -0.5044 -0.0946
C -3.0990 5.3049 0.5838 -0.1274 0.1025 0.0621
C -3.1793 6.6352 0.9757 0.0354 -0.0090 -0.0168
C -2.1830 7.5388 0.6398 -0.0354 -0.0910 -0.0110
C -1.0978 7.0867 -0.0936 0.0150 -0.0631 -0.0242
C -1.0031 5.7562 -0.4801 0.1903 0.2372 -0.0164
P 0.3372 2.1352 -1.0792 0.4377 -0.2960 -0.2890
C 0.9791 1.1463 -2.4615 0.0836 0.0901 0.0102
C 0.0912 0.4680 -3.2986 0.0126 -0.0542 -0.0371
C 0.5700 -0.3941 -4.2767 -0.0786 0.0427 0.0353
C 1.9332 -0.5967 -4.4218 0.0762 0.0059 0.0206
C 2.8262 0.0711 -3.5918 -0.0628 -0.0341 -0.0459
C 2.3529 0.9357 -2.6181 0.0445 0.0878 0.0473
C 1.5494 3.3727 -0.6240 0.0818 0.0021 0.2236
C 1.5927 3.7768 0.7125 0.0758 0.0233 -0.0247
C 2.4131 4.8282 1.0952 -0.0084 -0.0226 -0.0396
C 3.1918 5.4722 0.1435 0.0029 0.0139 0.0521
C 3.1508 5.0750 -1.1873 -0.0402 -0.0521 -0.0524
C 2.3297 4.0276 -1.5780 -0.0261 0.1134 0.0284
H -0.7231 3.9499 -2.2271 -0.0260 -0.0182 -0.0325
H -1.6730 2.4733 -2.3576 -0.0356 0.0591 -0.0643
H -3.4377 2.1469 -1.0476 -0.0136 0.0328 0.0607
H -3.5374 2.8051 0.5892 -0.0032 0.0808 -0.0404
H -4.5931 0.2280 1.8334 -0.0072 0.0049 -0.0047
H -6.3218 -1.4106 1.2130 -0.0022 -0.0007 -0.0051
H -6.0082 -2.8685 -0.7506 0.0028 -0.0014 -0.0018
H -3.9621 -2.6906 -2.1218 0.0070 -0.0026 0.0028
H -2.2124 -1.0518 -1.5164 0.0078 -0.0051 0.0039
H -2.4927 -0.7802 2.8700 0.0051 0.0018 0.0167
H -2.2102 -0.3885 5.2827 0.0013 -0.0110 -0.0023
H -1.5586 1.8439 6.1084 0.0012 0.0085 -0.0017
H -1.2002 3.7003 4.5143 0.0034 0.0014 0.0034
H -1.4676 3.3304 2.1001 0.0156 -0.0004 -0.0008
H -3.9180 4.6518 0.8475 -0.0110 -0.0074 -0.0145
H -4.0436 6.9611 1.5388 0.0023 0.0123 0.0011
H -2.2539 8.5745 0.9390 -0.0035 0.0082 0.0053
H -0.3046 7.7691 -0.3692 -0.0007 0.0070 0.0001
H -0.1195 5.4408 -1.0197 -0.0300 0.0265 0.0128
H -0.9787 0.6080 -3.2088 -0.0330 0.0162 0.0220
H -0.1261 -0.8997 -4.9324 -0.0015 -0.0014 0.0038
H 2.3016 -1.2664 -5.1870 0.0069 0.0068 -0.0029
H 3.8915 -0.0705 -3.7141 0.0031 0.0020 0.0004
H 3.0652 1.4782 -2.0054 -0.0381 -0.0427 0.0140
H 0.9645 3.2848 1.4485 -0.0175 -0.0067 0.0252
H 2.4391 5.1490 2.1276 0.0012 -0.0026 0.0067
H 3.8345 6.2906 0.4392 -0.0032 0.0043 -0.0014
H 3.7559 5.5852 -1.9243 0.0052 0.0006 0.0018
H 2.2893 3.7351 -2.6201 0.0028 -0.0001 -0.0068
N 1.9474 0.4143 0.7135 0.1835 0.0214 -0.0324
C 2.2810 -0.2724 1.9936 0.0434 -0.0271 -0.0881
C 1.8822 -1.7364 1.9597 0.0535 -0.0130 0.0283
C 0.3868 -1.9629 2.0051 -0.0781 0.0707 -0.0323
N -0.2822 -1.4286 0.7851 0.0480 0.0556 0.1048
H 2.5380 0.0284 -0.0226 -0.1128 -0.0368 -0.0431
H 2.2348 1.3885 0.7921 0.1195 -0.0089 0.0087
H 1.7673 0.2583 2.7965 -0.0443 -0.0300 0.0266
H 3.3539 -0.1862 2.1709 -0.0097 0.0224 0.0194
H 2.3295 -2.2358 2.8203 -0.0055 0.0063 -0.0076
H 2.3110 -2.2198 1.0741 0.0240 0.0019 0.0176
H -0.0424 -1.4484 2.8675 -0.0057 -0.0190 -0.0539
H 0.1611 -3.0253 2.1008 0.0284 -0.0150 0.0087
H -1.2746 -1.6486 0.8342 -0.0204 0.0035 0.0095
H 0.0497 -1.9519 -0.0256 0.0419 -0.0292 0.0242

=====

[2]
85
Properties=species:S:1:pos:R:3:forces:R:3 method="wB97M-V/def2-TZVPD" max_force_ev_per_a=5.302 e_homo_ev=-9.47 total_charge=+1 orbital_gap_ev=5.15 spin_multiplicity=1 de_lowest_ev=0.494
Sn 2.2798 -1.0124 4.1558 -1.5959 0.8704 -1.6252
C 0.6974 4.7713 3.2179 -0.8912 1.3232 -0.0844
C 0.1440 3.6275 4.0519 0.6009 0.6655 0.0303
C -0.6000 2.6578 3.4269 -0.6589 -1.1603 -0.9660
C -0.9954 1.4948 4.1142 -0.6754 -0.0951 0.0915
C -1.7496 0.4553 3.3254 0.3495 -0.9410 0.4631
C -0.7454 1.3321 5.4809 1.5406 0.7974 0.3294
C -0.0311 2.3418 6.1842 -0.7147 0.6002 -3.1795
C 0.3717 2.0845 7.5682 1.0211 -0.4617 1.4617
C 0.3715 3.4899 5.4142 -0.1540 -0.4886 2.6353
H -0.1357 5.5200 3.0325 0.8657 -0.7834 0.1257
H 1.0020 4.4034 2.2271 -0.0045 0.0927 0.3481
H 1.5287 5.3771 3.6503 -0.5740 -0.8199 -0.0435
H -0.9056 2.7562 2.3385 0.5846 -0.1292 1.3762
H -1.1546 0.2544 2.4371 -0.0017 -0.4658 -0.1091
H -2.6678 0.8762 2.9320 -0.4250 -0.1275 0.2198
H -1.9325 -0.5152 3.9059 0.1412 1.4378 -0.8317
H -0.9190 0.4134 6.0560 -0.4813 0.1896 -0.5782
H 1.3697 1.5873 7.5354 -0.4699 0.2945 0.1832
H -0.2906 1.3699 8.0939 0.1576 0.4730 -0.3278
H 0.5078 2.9716 8.2056 -0.1866 -0.1860 -0.3421
H 0.7831 4.3075 6.0433 0.1704 -0.4582 -0.8866
C -1.4366 -4.3230 5.6662 -0.1897 0.4632 -0.3051
O 0.0025 -4.4709 5.2497 -1.1034 0.7739 -2.1483
C 0.5024 -3.5349 4.4041 2.8039 0.4001 2.8929
O 0.4323 -2.2793 4.6177 -0.6220 -2.1199 -1.1128
N 1.5474 -4.0592 3.6375 -1.1991 0.7233 0.8257
N 2.4756 -3.0960 3.1502 -0.6654 -0.0626 -0.7880
H -1.7103 -3.2998 5.3157 -0.2565 -0.9486 0.4217
H -1.4278 -4.3615 6.7657 -0.0007 -0.0179 -0.5482
H -2.1271 -5.1417 5.2445 1.5678 1.2394 0.3730
H 1.8735 -4.9796 3.9360 -0.0925 0.2953 -0.4905
H 2.3307 -2.9590 2.1121 0.0922 -0.0333 0.4484
H 3.4334 -3.3301 3.3566 0.2677 -0.7370 -0.0445
C -2.0235 3.2117 -6.1834 0.1222 0.8787 0.0721
C -2.5993 2.9832 -4.9446 -0.5613 0.3721 -0.1038
C -1.9787 2.1482 -4.0339 -1.3621 0.3129 -0.1812
C -0.9142 1.3908 -4.3994 1.7704 -1.2801 -0.2247
C -0.2816 1.6462 -5.6206 -1.2529 0.3816 -0.3689
C -0.8249 2.5957 -6.5254 0.6246 -0.4714 0.8563
Sb -0.1760 -0.2836 -3.1333 0.2052 -0.1296 -1.4024
C 0.2902 -1.7196 -4.8077 1.3901 0.5228 5.0900
C 0.8519 -2.9237 -4.3687 0.2712 -1.5394 -0.0206
C 0.7144 -4.0970 -5.1465 0.9898 0.6428 -0.3574
C 0.1146 -3.9871 -6.4152 -0.4648 0.7984 0.3091
C -0.3015 -2.7154 -6.8207 -1.0882 0.1704 -1.6428
C -0.2484 -1.5847 -5.9914 -1.2492 -0.1418 -3.2574
C -2.0468 -1.2923 -2.7601 0.2059 -0.0900 1.2959
C -3.2453 -0.9472 -3.3874 -0.0210 0.0271 -0.0728
C -4.4767 -1.3021 -2.8464 0.7385 -1.1235 1.7799
C -4.4419 -2.1350 -1.6669 -0.7541 0.8690 -2.4626
C -3.2656 -2.6604 -1.2304 0.4525 -0.5548 1.6952
C -2.0439 -2.1591 -1.6310 0.6454 0.7199 -2.1116
H -2.4886 4.0223 -6.7532 0.3126 -0.5958 -0.3703
H -3.5745 3.4580 -4.7423 0.7273 -0.1744 0.2121
H -2.4219 2.0117 -3.0848 -0.5400 -0.1655 0.9671
H 0.5166 0.9840 -5.8809 0.7020 0.2096 -0.4055
H -0.2722 2.8653 -7.4226 -0.2755 -0.1862 0.0228
H 1.4033 -3.0098 -3.4087 -0.5565 0.2290 -0.6056
H 1.2495 -5.0352 -4.8969 -0.7030 0.6409 0.2079
H -0.1073 -4.8573 -7.0424 0.4104 0.3672 0.2155
H -0.7827 -2.5434 -7.8248 0.5884 -0.5610 1.0493
H -0.6480 -0.6060 -6.2734 -0.1093 -0.6920 -0.3731
H -3.1578 -0.3974 -4.3187 -0.3517 0.1875 0.0954
H -5.4098 -0.9853 -3.2800 -0.1212 0.0516 -0.0738
H -5.3100 -2.5195 -1.1630 -0.5946 0.2387 -0.2530
H -3.3974 -3.4180 -0.4514 0.5981 0.2298 -0.0741
H -1.0482 -2.4299 -1.2585 -0.7433 -0.1640 0.3347
N 4.6615 3.5425 -1.4040 -1.0945 0.5366 0.5589
C 3.9304 2.4344 -1.0677 -0.2882 -0.5723 -1.1273
C 2.6151 2.6580 -0.6367 -0.1871 0.0061 0.3643
C 1.8134 1.7388 -0.0212 -0.4823 -0.8818 -0.7614
C 2.2561 0.4007 -0.1095 0.5351 0.0703 1.2472
C 3.5380 0.1123 -0.5723 -1.5628 0.8919 -0.4818
C 4.2886 1.0852 -1.2255 1.9053 -0.2155 1.1649
S 1.2656 -0.8126 0.7018 -0.1155 1.6924 -1.0909
O 1.6008 -0.3221 2.1673 -0.6199 -1.2388 1.0148
O -0.0625 -0.5634 0.1650 0.8079 -0.2570 2.0318
O 1.7232 -2.1804 0.5283 0.5508 -0.2515 0.6792
H 5.5124 3.5351 -1.9090 0.5192 -0.2167 -0.3348
H 4.2141 4.4505 -1.2280 0.5773 -0.8495 -0.3128
H 2.1467 3.5506 -0.9389 -0.1913 1.5572 0.3089
H 0.8315 2.0643 0.3955 0.8172 -0.6486 -0.5901
H 3.8971 -0.8707 -0.4163 0.3864 -0.9236 -0.4003
H 5.2898 0.7387 -1.5673 -0.7645 0.7172 0.0729